<1>
The following is a DFT calculation (ωB97M-V/def2-TZVPD) of an isolated ion of composition C3H9NO2P and charge -1.

Calculated values
LUMO level (Ha): 0.1528
Net charge: -1
Gap between HOMO and LUMO (eV): 8.8
SMILES: CC[P@](=O)([O-])NC
HOMO (eV): -4.625

Each line ends with the natural charge from an NBO analysis.
Geometry (Å):
1 P -0.142 -0.265 -0.895  2.26
2 C -0.186 -2.400 0.892  -0.43
3 H -0.612 -1.545 1.320  0.21
4 N 0.677 -1.638 -0.124  -0.97
5 H 0.518 3.254 0.321  0.17
6 H 0.304 0.942 1.108  0.19
7 H 0.770 -2.287 -0.948  0.36
8 H 1.591 1.590 -0.085  0.20
9 H 0.389 -3.070 1.523  0.17
10 H -0.927 -3.022 0.312  0.17
11 C 0.549 1.216 0.071  -0.78
12 O -1.637 -0.164 -0.668  -1.18
13 C -0.225 2.510 -0.055  -0.60
14 H -0.449 2.613 -1.091  0.21
15 O 0.459 -0.190 -2.250  -1.19
16 H -1.080 2.455 0.569  0.20

---

<2>
The following is a DFT calculation (ωB97M-V/def2-TZVPD) of a 2-piece molecular cluster, C3H9NO2P overall.

Calculated values
LUMO level (spin up / spin down) (Ha): 0.1251 / 0.1251
Net charge: -1
Gap between HOMO and LUMO (spin up / spin down) (eV): 6.8 / 6.8
HOMO (spin up / spin down) (eV): -3.373 / -3.375

Each line ends with the natural charge from an NBO analysis.
Geometry (Å):
1 H -2.911 1.589 -0.086  0.19
2 H 2.878 -0.850 0.930  0.19
3 H 3.542 0.013 -0.518  0.17
4 N 1.470 -0.134 -0.676  -0.98
5 H -0.624 1.409 -1.501  0.23
6 O 0.581 0.347 1.828  -1.07
7 H -2.376 -0.177 0.046  0.30
8 C -2.135 0.866 0.094  -0.67
9 C -0.782 1.338 -0.421  -0.73
10 H 2.769 -1.674 -0.771  0.19
11 P 0.344 0.098 0.379  2.05
12 H -1.111 -2.967 -0.306  0.40
13 H -2.102 0.951 1.237  0.21
14 C 2.699 -0.696 -0.187  -0.44
15 O -1.782 -2.400 0.018  -1.27
16 H -0.462 2.287 -0.068  0.22

---

So which one is most stable? That would be <1>, about 0.1387 hartree below the next structure.

---

<1>
The following is a DFT calculation (ωB97M-V/def2-TZVPD) of an isolated ion of composition C2H2NO3S and charge -1.

Calculated values
LUMO level (spin up / spin down) (Ha): 0.1246 / 0.1310
Net charge: -1
Gap between HOMO and LUMO (spin up / spin down) (eV): 6.9 / 7.3
HOMO (spin up / spin down) (eV): -3.500 / -3.765

Each line ends with the natural charge from an NBO analysis.
Geometry (Å):
1 O -1.615 0.200 1.371  -0.63
2 O 2.913 -1.222 -0.721  -0.95
3 O -0.466 2.005 -0.626  -0.61
4 S 2.054 -0.681 0.430  1.11
5 N 1.128 0.481 0.084  -0.81
6 H -0.836 -1.306 0.138  0.10
7 H -1.976 -0.190 -0.682  0.09
8 C 0.040 0.968 -0.233  0.70
9 C -1.243 -0.255 0.239  0.00

---

<2>
The following is a DFT calculation (ωB97M-V/def2-TZVPD) of a 2-piece molecular cluster, C2H2NO3S overall.

Calculated values
LUMO level (Ha): 0.1247
Net charge: -1
Gap between HOMO and LUMO (eV): 7.3
HOMO (eV): -3.896

Each line ends with the natural charge from an NBO analysis.
Geometry (Å):
1 H 1.176 1.349 0.441  0.18
2 O 3.043 -1.259 0.471  -0.56
3 O -4.369 0.417 -0.214  -1.04
4 O 1.841 0.030 -1.118  -0.47
5 C 1.067 0.326 0.108  -0.23
6 N -2.142 -0.755 0.225  -1.08
7 S -2.871 0.504 -0.044  1.15
8 C 2.213 -0.534 0.017  0.77
9 H 0.042 -0.076 0.115  0.28

---

So which one is most stable? That would be <2>, about 0.0217 hartree below the next structure.

---

<1>
The following is a DFT calculation (ωB97M-V/def2-TZVPD) of a 2-piece molecular cluster, C6H7NO2S overall.

Calculated values
LUMO level (Ha): -0.0068
Gap between HOMO and LUMO (eV): 9.8
HOMO (eV): -9.974

Each line ends with the natural charge from an NBO analysis.
Geometry (Å):
1 S 1.458 0.094 -0.123  2.18
2 N 1.921 -0.573 1.389  -1.06
3 H -3.045 2.078 0.147  0.23
4 C -2.478 1.149 0.077  -0.18
5 O 1.983 -0.998 -0.945  -0.94
6 C -0.358 0.056 -0.092  -0.31
7 H 3.183 -1.138 0.821  0.45
8 O 1.925 1.520 -0.277  -0.91
9 C -3.065 -0.135 0.014  -0.21
10 C -1.146 1.224 -0.115  -0.21
11 H 2.006 0.423 2.051  0.40
12 H -4.116 -0.132 0.343  0.21
13 H -0.834 2.161 0.336  0.24
14 H -2.658 -2.359 0.252  0.23
15 H -0.424 -2.049 -0.323  0.23
16 C -0.968 -1.143 -0.283  -0.16
17 C -2.344 -1.257 0.131  -0.19

---

<2>
The following is a DFT calculation (ωB97M-V/def2-TZVPD) of one molecule with the formula C6H7NO2S.

Calculated values
LUMO level (Ha): -0.0206
Gap between HOMO and LUMO (eV): 8.4
HOMO (eV): -8.961

Each line ends with the natural charge from an NBO analysis.
Geometry (Å):
1 C -0.764 -0.357 2.035  -0.25
2 H -2.621 -1.534 -0.558  0.23
3 H -0.728 -0.460 3.082  0.21
4 H -2.701 -1.324 1.970  0.23
5 H 1.173 0.563 1.871  0.22
6 C -0.709 -0.631 -0.816  0.54
7 C -1.897 -0.990 1.325  -0.12
8 H -0.488 1.202 -0.126  0.23
9 C 0.168 0.374 -0.069  -0.21
10 O 2.341 1.933 -2.559  -1.00
11 H 1.888 1.533 -0.292  0.39
12 C -1.903 -0.859 -0.039  -0.32
13 C 0.297 0.223 1.398  -0.11
14 S 1.854 0.602 -2.355  1.32
15 O -0.582 -1.017 -1.967  -0.53
16 H 3.198 0.035 -2.262  0.00
17 N 1.473 0.708 -0.638  -0.83

---

So which one is most stable? That would be <2>, about 0.0399 hartree below the next structure.

---

<1>
The following is a DFT calculation (ωB97M-V/def2-TZVPD) of one molecule with the formula ClH2NO2Si.

Calculated values
LUMO level (Ha): 0.0037
Gap between HOMO and LUMO (eV): 10.5
SMILES: O=[N+]([O-])[SiH2]Cl
HOMO (eV): -10.387

Each line ends with the natural charge from an NBO analysis.
Geometry (Å):
1 O 1.142 -1.546 -0.782  -0.39
2 H -1.490 -0.115 0.973  -0.18
3 N 0.917 -0.769 0.109  0.30
4 Cl -0.151 2.220 0.222  -0.32
5 O 1.676 -0.371 0.972  -0.39
6 H -1.361 0.218 -1.341  -0.19
7 Si -0.733 0.364 -0.153  1.16

---

<2>
The following is a DFT calculation (ωB97M-V/def2-TZVPD) of ClH2NO2Si as an isolated structure.

Calculated values
LUMO level (Ha): -0.0164
Gap between HOMO and LUMO (eV): 10.3
HOMO (eV): -10.754

Each line ends with the natural charge from an NBO analysis.
Geometry (Å):
1 Si 0.296 -0.759 0.098  1.05
2 H 1.524 0.003 0.363  -0.15
3 H 0.423 -1.890 -1.414  -0.07
4 N -0.484 0.996 -0.195  0.27
5 Cl -0.655 -1.473 1.765  -0.33
6 O -0.107 1.418 -1.268  -0.40
7 O -0.997 1.706 0.651  -0.37

---

So which one is most stable? That would be <1>, about 0.0332 hartree below the next structure.